# 1
140
Properties=species:S:1:pos:R:3:forces:R:3 method="wB97M-V/def2-TZVPD" largest_force_ev_per_a=1.496 e_homo_ev=-1.688 charge=-2 e_above_lowest_kcal_mol=0.0 e_lumo_ev=2.3
Zr 0.058119 0.013882 -0.089139 -1.10 -0.88 -0.50
C 6.700802 2.550409 -1.643667 0.06 -0.08 0.06
C 5.667657 3.652313 -1.887447 -0.12 0.01 0.06
C 5.799574 4.121665 -3.343126 0.04 -0.01 -0.10
C 5.985070 4.828701 -0.945904 -0.05 0.07 0.03
C 4.242107 3.158982 -1.606236 0.00 0.22 -0.05
C 3.982092 1.969180 -0.966354 -0.07 -0.25 0.11
C 2.660140 1.605536 -0.675381 0.12 0.13 0.22
N 2.236020 0.408915 -0.119844 0.98 -0.02 -0.66
C 2.957044 -0.544093 0.424635 0.03 0.63 -0.03
C 4.197704 -0.378805 1.110972 0.10 0.01 0.04
C 4.857827 -1.478532 1.533604 0.05 -0.10 0.00
C 4.335437 -2.788286 1.191758 0.02 -0.02 0.02
C 3.147938 -3.022982 0.578726 0.16 -0.21 -0.12
C 2.334478 -1.855986 0.252977 -0.06 0.01 0.55
O 1.213243 -1.882509 -0.309678 0.37 -0.51 -0.47
C 2.697803 -4.419786 0.149522 -0.11 0.11 -0.07
C 3.699136 -5.493953 0.573785 0.07 -0.03 0.10
C 2.595156 -4.447204 -1.390203 -0.01 0.06 0.02
C 1.324025 -4.762543 0.747474 0.07 -0.01 -0.04
C 6.138292 -1.395750 2.356318 -0.02 -0.11 0.04
C 7.286981 -2.046944 1.569672 0.06 -0.06 -0.03
C 5.940592 -2.145466 3.684872 -0.07 -0.04 0.04
C 6.516830 0.051111 2.670801 0.00 0.12 0.01
C 1.569340 2.403424 -1.093288 -0.06 -0.21 0.22
O 0.369825 1.915553 -0.919780 0.12 0.05 0.15
C 1.823630 3.661302 -1.664345 -0.11 0.28 -0.16
C 3.144328 3.982402 -1.917126 0.14 0.20 0.00
C 0.714569 4.667197 -2.034047 0.05 -0.13 0.01
C 1.153154 6.086821 -1.610018 0.12 0.04 -0.04
C 0.507051 4.623327 -3.558166 -0.06 -0.01 -0.03
C -0.637514 4.380881 -1.354091 -0.02 -0.01 0.09
H 7.694994 2.910235 -1.931875 -0.08 -0.04 0.04
H 6.476084 1.653284 -2.230990 0.04 0.09 0.04
H 6.742865 2.267052 -0.585025 -0.02 0.04 -0.15
H 6.833485 4.429026 -3.550240 -0.13 -0.03 0.03
H 5.150055 4.976430 -3.555257 0.06 -0.11 0.03
H 5.532113 3.315474 -4.034082 0.04 0.07 0.05
H 7.031802 5.149382 -1.060293 -0.18 -0.05 -0.01
H 5.809489 4.540962 0.095558 0.05 0.03 -0.11
H 5.335104 5.687091 -1.158402 0.10 -0.14 0.04
H 4.780642 1.283027 -0.714707 -0.06 0.09 0.01
H 4.524579 0.628463 1.343723 -0.10 -0.09 -0.05
H 4.928980 -3.646504 1.481504 0.03 0.08 -0.02
H 4.692836 -5.335904 0.135861 -0.14 0.00 0.05
H 3.331646 -6.463152 0.228319 0.03 0.01 0.02
H 3.800002 -5.543284 1.664521 -0.01 -0.01 -0.12
H 3.572568 -4.255627 -1.848224 -0.08 -0.02 0.04
H 1.886280 -3.699793 -1.751119 0.03 -0.05 0.03
H 2.246024 -5.433619 -1.718166 0.05 0.09 0.05
H 1.339819 -4.695063 1.839822 0.03 -0.03 -0.11
H 1.057134 -5.787778 0.468388 0.01 0.05 0.02
H 0.551340 -4.091330 0.370330 0.14 -0.10 0.01
H 7.094703 -3.107842 1.371056 0.03 0.16 0.03
H 8.222090 -1.972634 2.138945 -0.11 -0.02 -0.07
H 7.425854 -1.542565 0.607911 0.01 -0.04 0.09
H 5.734888 -3.208956 3.524330 0.02 0.13 0.02
H 5.097875 -1.722493 4.241173 0.09 -0.04 -0.05
H 6.842891 -2.063585 4.303137 -0.09 -0.01 -0.08
H 6.746712 0.614495 1.759272 -0.03 -0.06 0.11
H 7.407940 0.061396 3.307421 -0.06 0.01 -0.07
H 5.714470 0.577461 3.199871 0.12 -0.08 -0.06
H 3.346160 4.951183 -2.373370 -0.02 -0.15 0.08
H 1.814565 6.547960 -2.355087 -0.04 -0.08 0.14
H 1.681969 6.064926 -0.650343 -0.10 0.00 -0.13
H 0.275114 6.733734 -1.505530 0.10 -0.04 -0.06
H 1.440706 4.849760 -4.087173 -0.11 -0.02 0.07
H -0.252024 5.358400 -3.862576 0.09 -0.10 0.04
H 0.170577 3.627048 -3.871027 0.04 0.14 0.05
H -0.531347 4.260310 -0.269159 0.00 0.03 -0.16
H -1.097512 3.469280 -1.736530 0.04 0.09 0.02
H -1.309563 5.227067 -1.551300 0.07 -0.07 0.02
C -4.019910 2.015987 -1.424536 -0.11 0.15 0.05
C -2.884622 1.490933 -0.587807 -0.01 0.08 0.29
N -1.934209 0.805844 -1.136102 -0.11 0.11 -0.62
N -2.103052 0.726448 -2.528475 0.19 -0.13 0.12
C -1.143106 0.205601 -3.206569 0.00 -0.06 -0.07
S 0.355412 -0.490970 -2.735413 -0.34 -0.04 0.28
S -1.394191 0.126248 -4.975142 0.13 -0.14 0.16
C -3.072977 0.732412 -5.156092 -0.17 -0.05 -0.05
C -4.215026 -0.251368 -4.964998 0.03 0.03 0.00
C -5.462418 0.074621 -5.498779 -0.04 0.01 0.00
C -6.565132 -0.750735 -5.313160 0.10 -0.01 0.02
C -6.434211 -1.926377 -4.583249 0.13 0.04 0.00
C -5.193515 -2.264722 -4.053220 -0.04 0.03 -0.03
C -4.092610 -1.437751 -4.246424 0.01 0.08 0.05
C -2.918262 1.794436 0.859573 -0.23 0.22 -0.44
C -3.719766 2.837524 1.350879 -0.02 0.04 -0.09
C -3.823482 3.097073 2.702288 0.09 -0.10 0.05
C -3.137471 2.271923 3.603962 0.00 0.02 -0.04
C -2.329393 1.255843 3.144880 0.01 0.04 0.19
C -2.169005 1.042145 1.767384 0.10 -0.38 -0.15
O -1.344488 0.121857 1.333131 -0.62 0.87 0.87
H -4.300699 1.279190 -2.169414 -0.03 -0.05 -0.04
H -3.713055 2.921676 -1.961658 -0.01 -0.09 0.04
H -4.877944 2.248472 -0.796672 0.04 -0.02 -0.09
H -3.107677 1.141072 -6.167934 -0.09 0.04 0.00
H -3.178331 1.555410 -4.449525 -0.06 0.06 0.01
H -5.571393 0.998042 -6.063637 0.01 -0.08 0.05
H -7.525370 -0.473319 -5.735323 0.05 -0.01 0.02
H -7.291341 -2.570315 -4.425269 0.02 0.01 0.00
H -5.075583 -3.173288 -3.472136 -0.02 0.07 -0.04
H -3.135126 -1.712684 -3.819437 -0.01 0.04 -0.01
H -4.256989 3.468815 0.650406 0.05 -0.04 0.11
H -4.432458 3.920313 3.057245 0.02 -0.04 -0.01
H -3.226290 2.444764 4.672190 0.01 -0.01 -0.05
H -1.754839 0.625748 3.814673 -0.03 0.05 -0.03
S -2.273357 -5.857779 4.428410 -0.08 0.02 0.07
C -1.735307 -4.604045 3.475175 0.15 -0.09 -0.16
S -0.433690 -3.575242 3.867436 0.09 0.15 0.07
C -0.367346 -2.586128 2.406465 -0.38 -0.22 -0.17
C -1.309155 -2.913176 1.448989 0.22 0.16 0.41
S -1.640986 -2.318727 -0.129583 0.11 0.01 -0.26
S -2.370036 -4.230194 1.928358 -0.16 -0.03 -0.08
S 0.832912 -1.355463 2.459176 0.35 0.25 -0.07
C -0.827053 5.500759 4.441878 -0.07 0.11 0.16
C -0.086324 4.973160 3.233539 0.32 0.04 0.12
C 0.154889 6.040822 2.179837 0.12 0.04 0.02
O 1.162374 4.439050 3.733946 -0.29 0.34 -0.03
P 2.043922 3.344548 2.910947 -0.01 -0.09 0.07
S 3.414458 4.161552 1.775214 0.04 0.06 0.06
S 0.729687 2.119297 2.103523 -0.02 -0.18 0.11
O 2.824135 2.670213 4.149841 0.06 -0.14 0.10
C 2.339628 2.182655 5.421030 -0.08 0.22 -0.24
C 2.438378 3.313693 6.431300 -0.06 0.10 0.08
C 0.964587 1.532965 5.408891 -0.06 0.07 -0.11
H -1.801574 5.900224 4.137789 0.12 -0.05 0.05
H -0.248481 6.300385 4.919943 -0.09 -0.08 -0.03
H -0.991042 4.700871 5.171565 0.02 0.09 -0.10
H -0.657015 4.159313 2.796090 -0.05 -0.23 -0.09
H 0.691768 6.891515 2.616953 -0.06 -0.07 -0.06
H -0.803107 6.386599 1.772018 0.12 -0.04 0.07
H 0.762307 5.643633 1.362355 -0.09 0.01 0.11
H 3.068889 1.417171 5.679764 0.12 -0.13 0.05
H 1.715548 4.096702 6.184849 0.08 -0.08 0.04
H 3.440765 3.751069 6.415761 -0.10 -0.05 0.00
H 2.230010 2.933688 7.438204 0.02 0.05 -0.08
H 0.187518 2.248779 5.123999 0.08 -0.06 0.04
H 0.754889 1.167884 6.420306 0.02 0.02 -0.05
H 0.916079 0.694275 4.712067 0.03 0.07 0.03

# 2
16
Properties=species:S:1:pos:R:3:forces:R:3 method="wB97M-V/def2-TZVPD" largest_force_ev_per_a=4.132 e_homo_ev=-9.394 e_above_lowest_kcal_mol=86.9 e_lumo_ev=0.1
C 0.555496 -0.643750 0.910962 0.41 -1.31 -2.78
C -0.453803 0.297640 1.481003 -2.04 -1.37 1.88
C 0.641264 -0.579160 -0.691316 -2.09 0.69 0.37
C -0.256924 0.624729 -1.003453 0.49 2.73 0.97
O -2.522598 -0.518074 0.056133 -0.65 -1.56 -0.71
O 0.382779 -1.753103 -1.467632 2.14 1.08 0.40
O 0.723846 2.058923 -0.275525 -1.48 -2.76 -2.69
S -1.696569 0.669656 0.210271 1.64 1.62 0.29
H 1.521537 -0.345938 1.203371 1.22 0.03 0.78
H 0.407986 -1.714958 1.053360 -0.16 0.18 0.74
H -1.014773 -0.298947 2.378389 1.13 2.07 -1.97
H -0.054235 1.291471 1.710186 0.02 -0.50 0.49
H 1.597802 -0.295245 -1.014975 1.48 0.24 -0.15
H -0.615315 0.943582 -2.020561 0.83 -0.46 0.93
H -0.486971 -2.077220 -1.472849 -2.08 -0.26 0.50
H 1.270475 2.340398 -1.057359 -0.84 -0.43 0.94

# 3
8
Properties=species:S:1:pos:R:3:forces:R:3 method="wB97M-V/def2-TZVPD" largest_force_ev_per_a=3.991 e_homo_ev=-8.548 e_above_lowest_kcal_mol=32.8 e_lumo_ev=0.8
C -0.727258 0.838189 0.058528 2.23 -1.09 0.48
C 1.036547 -0.743104 -0.029895 1.94 -1.42 0.02
H -0.820705 1.468163 0.941163 0.01 -0.43 0.33
H -1.190329 1.286097 -0.766564 0.20 1.44 -1.34
H 2.153904 -0.921433 -0.062328 -1.48 0.12 0.08
N 0.178767 -1.654721 0.057755 -1.24 0.17 0.16
O 0.722418 0.510099 -0.128974 -0.49 3.95 -0.34
S -1.353345 -0.783288 -0.069682 -1.17 -2.73 0.62

# 4
18
Properties=species:S:1:pos:R:3:forces:R:3 method="wB97M-V/def2-TZVPD" largest_force_ev_per_a=9.077 e_homo_ev=-13.870 charge=+1 e_above_lowest_kcal_mol=80.9 e_lumo_ev=-3.5
N -1.210356 1.348527 0.942223 0.69 1.36 -2.10
C -1.284528 -0.134362 0.479331 3.85 -0.67 1.35
C 0.108463 -0.343915 -0.311432 -0.09 -2.55 -0.33
N 0.424983 -1.679065 -0.757466 -0.08 5.44 2.61
C -0.435609 -2.617456 -1.361038 2.27 0.33 0.11
O 0.939011 0.546345 -0.269933 -1.15 -2.19 -1.30
H -0.224675 1.875252 1.051182 -0.32 -1.63 0.24
H -1.797641 1.591917 1.708447 -0.54 -0.21 1.13
H -1.573835 1.994131 0.174548 0.20 -1.40 0.75
H -1.072952 -1.003563 1.315773 -1.28 2.75 -1.51
H -2.182075 -0.215928 -0.074597 -0.80 -0.57 -0.42
H 1.395904 -1.664281 -0.981008 0.56 -0.31 -0.47
H -1.165498 -2.935260 -0.736507 -2.04 -1.52 2.11
H 0.266311 -3.335032 -1.671949 0.06 -1.71 -0.49
H -0.870456 -2.193763 -2.167431 -1.53 1.09 -2.99
H 1.542014 2.451459 0.041305 0.05 -0.11 1.89
H 1.729155 1.498162 1.137322 2.62 -6.68 1.00
O 1.451164 2.306788 1.028490 -2.47 8.59 -1.59

# 5
10
Properties=species:S:1:pos:R:3:forces:R:3 method="wB97M-V/def2-TZVPD" largest_force_ev_per_a=10.381 e_homo_ev="-21.303 / -19.803" charge=+2 e_above_lowest_kcal_mol=58.1 e_lumo_ev="-12.6 / -14.0"
C -1.195770 -0.465328 0.123461 0.01 -0.10 -0.67
C 0.799567 0.196777 -0.916959 -2.94 -2.37 -2.68
O -0.234424 -0.714123 -0.746188 1.38 1.29 -1.50
O -0.880309 -0.346884 1.341557 4.52 -0.64 -0.80
C 1.870237 0.139898 -0.127347 0.98 2.55 3.12
H 0.730127 0.800849 -1.822058 -0.21 0.04 0.05
H 2.206906 1.215262 -0.078663 1.00 -1.14 0.08
H 1.891442 -0.476740 0.772173 0.82 -0.46 -0.46
O -2.401842 -0.330344 -0.232211 1.97 -1.06 -4.03
Tl -2.785936 -0.019366 1.686233 -7.53 1.89 6.89

# 6
35
Properties=species:S:1:pos:R:3:forces:R:3 method="wB97M-V/def2-TZVPD" largest_force_ev_per_a=8.998 smiles="N[C@@H](CO)C(=O)N[C@@H](Cc1ccc(O)cc1)C(=O)O" e_homo_ev=-8.541 e_above_lowest_kcal_mol=221.2 e_lumo_ev=0.2
C -3.331782 -0.271439 0.189331 0.50 0.05 1.00
C -2.022141 -1.003280 -0.310596 1.36 1.23 -4.20
C -4.541188 -1.189579 -0.277834 -0.74 -0.39 1.53
C -0.362656 0.797548 0.443222 2.04 1.63 0.74
C 0.037240 2.176473 -0.374739 -4.90 -0.71 -6.24
C 0.748401 0.418686 1.548501 -3.83 3.52 2.98
C 2.022917 -0.129417 1.245442 3.21 -0.29 -2.07
C 2.224319 -1.548164 1.108232 -1.36 -1.49 -3.22
C 3.031185 0.796432 0.779980 0.07 -2.79 -0.70
C 3.199318 -1.987779 0.119868 -0.92 1.87 1.34
C 4.145550 0.302297 0.053890 -0.62 5.65 1.20
C 4.097069 -0.903425 -0.373484 -0.21 -8.98 -0.53
H -2.955901 1.301758 -1.218075 -0.96 0.28 3.78
H -2.755666 1.832801 0.690870 -2.79 -2.30 -4.00
H -3.203755 -0.293632 1.308867 -0.78 -0.21 -0.89
H -4.161993 -2.219757 -0.140749 -0.44 0.58 -0.07
H -4.806447 -1.104714 -1.380829 0.16 0.35 1.52
H -6.256148 -0.285632 0.298462 1.04 -2.29 1.32
H -0.151540 -1.079609 -0.790068 -0.16 3.07 1.10
H -1.353101 1.206993 0.746019 1.24 -0.59 1.12
H 0.997908 1.488715 1.693810 -0.12 -0.47 1.34
H 0.277041 0.003954 2.558761 0.66 0.76 -2.28
H 1.244523 -2.280184 1.302719 2.93 1.96 -0.04
H 3.014791 1.844080 0.574597 -1.10 0.77 1.23
H 3.218729 -3.067396 -0.316291 0.15 2.20 0.99
H 4.881516 1.029253 -0.392062 -0.74 -0.98 0.65
H 5.228642 -2.390745 -1.194197 -1.00 4.38 -0.14
H 1.109452 3.731782 -0.608023 -1.28 -1.41 1.71
N -3.405833 1.207340 -0.163934 2.88 0.39 -0.08
N -0.710347 -0.209408 -0.401623 -3.35 -6.79 -2.36
O -2.050104 -1.999592 -1.067408 0.17 2.05 2.84
O -5.794805 -1.133802 0.672108 1.52 2.85 -3.57
O -0.626756 2.429838 -1.502090 3.59 -1.47 5.49
O 5.046465 -1.316334 -1.252300 1.65 -4.01 -0.76
O 0.799677 3.088226 0.138967 2.12 1.59 -0.75

E? In order: -6573.37683; -780.99477; -606.13509; -380.58489; -513.36953; -952.32997 Ha.